{
  "formula": "C14H42K4O18P",
  "method": "wB97M-V/def2-TZVPD",
  "s2": 0.750,
  "gap_ha": [0.1291, 0.3206],
  "spin_multiplicity": 2,
  "max_force_ev_per_a": 4.1,
  "energy_ev": -126648.0633,
  "mol_weight_da": 685.84,
  "elements": ["K", "K", "K", "K", "P", "O", "O", "O", "O", "C", "C", "O", "O", "H", "H", "H", "H", "H", "H", "C", "C", "O", "O", "H", "H", "H", "H", "H", "H", "C", "C", "O", "O", "H", "H", "H", "H", "H", "H", "C", "C", "O", "O", "H", "H", "H", "H", "H", "H", "C", "C", "O", "O", "H", "H", "H", "H", "H", "H", "C", "C", "O", "O", "H", "H", "H", "H", "H", "H", "C", "C", "O", "O", "H", "H", "H", "H", "H", "H"],
  "coordinates": [[-11.6590, 15.4162, 2.7932], [-12.3117, 17.9385, -3.1950], [-10.0549, 19.7114, -0.6444], [-9.5669, 15.5953, -3.4574], [-10.7553, 16.2966, -0.1484], [-11.2840, 17.3857, 0.8040], [-9.3501, 15.7704, 0.3265], [-10.6607, 16.9766, -1.5327], [-11.7814, 15.0784, -0.0816], [-6.1872, 16.4672, -0.0509], [-6.3939, 15.4475, -1.1499], [-7.3894, 14.4786, -0.8027], [-7.3024, 17.3780, -0.0049], [-5.2982, 17.0520, -0.2873], [-5.9923, 16.0468, 0.9356], [-5.4788, 14.9477, -1.4674], [-6.7092, 15.9314, -2.0744], [-8.1693, 14.9169, -0.4542], [-8.1078, 16.8587, 0.0519], [-9.1740, 18.5072, 3.3766], [-8.1674, 17.3328, 3.3928], [-8.7641, 16.0315, 3.1537], [-9.4842, 18.8165, 2.0185], [-8.7883, 19.4025, 3.8642], [-10.1465, 18.2212, 3.7774], [-7.7903, 17.3065, 4.4151], [-7.2634, 17.5631, 2.8290], [-8.8402, 15.9712, 2.1987], [-10.0173, 18.1218, 1.6251], [-13.2103, 19.8401, 2.1658], [-13.9833, 19.3508, 0.9655], [-13.1245, 19.0642, -0.1483], [-12.5004, 18.8172, 2.7542], [-13.7352, 20.2967, 3.0048], [-12.5746, 20.6627, 1.8380], [-14.7190, 20.0906, 0.6499], [-14.4892, 18.4340, 1.2682], [-12.4850, 18.4185, 0.1612], [-12.1819, 18.3290, 1.9914], [-9.1378, 12.5159, 1.4290], [-9.3333, 11.2221, 2.3437], [-8.6943, 11.2910, 3.6634], [-9.9000, 13.6046, 1.7218], [-9.4267, 12.3824, 0.3865], [-8.1407, 12.9371, 1.5574], [-8.9437, 10.3658, 1.7931], [-10.3986, 11.0378, 2.4830], [-9.0151, 12.1406, 3.9746], [-9.7177, 14.2618, 1.0463], [-14.9022, 15.6832, -1.3007], [-14.8864, 15.0723, 0.1225], [-13.9242, 15.7638, 0.9958], [-13.6547, 15.8252, -1.8624], [-15.2501, 16.7150, -1.3502], [-15.5598, 15.0956, -1.9413], [-14.7630, 13.9899, 0.0883], [-15.8298, 15.2320, 0.6445], [-13.0706, 15.5166, 0.6327], [-13.0268, 15.7075, -1.1459], [-7.7491, 18.7188, -3.4405], [-8.6256, 19.9426, -3.8007], [-9.9411, 19.5285, -3.9059], [-7.6821, 17.7331, -4.4296], [-8.2387, 18.2471, -2.5885], [-6.7457, 18.9775, -3.1023], [-8.2869, 20.4172, -4.7216], [-8.6403, 20.6642, -2.9838], [-9.9937, 18.8937, -4.6241], [-8.4936, 17.7312, -4.9425], [-12.1724, 12.6613, -2.0214], [-12.3516, 11.7556, -0.7617], [-12.7457, 12.5906, 0.2475], [-11.0831, 13.5539, -1.9114], [-13.1220, 13.1756, -2.1686], [-12.0368, 11.9292, -2.8175], [-11.4271, 11.2347, -0.5127], [-13.0641, 10.9554, -0.9618], [-12.3794, 13.4572, 0.0566], [-11.2088, 14.2479, -1.2601]],
  "forces_ev_per_a": [[0.08, -0.14, 0.06], [-0.39, 0.01, 0.06], [0.02, -0.53, 0.27], [0.24, -0.43, 0.18], [0.40, -0.02, -0.37], [0.16, -0.31, 0.53], [-1.97, 0.56, -0.27], [0.11, -0.79, 0.41], [1.82, 2.02, -0.05], [-0.25, 0.84, -0.61], [-0.71, -0.57, 0.12], [1.41, -0.66, -0.72], [1.45, 0.52, -0.15], [-0.02, 0.24, -0.10], [-0.22, -0.47, 0.01], [0.09, -0.36, 0.57], [-0.09, 0.67, -0.06], [-0.46, 0.44, 0.24], [-0.58, -0.48, 0.28], [-0.08, -1.24, -1.75], [-0.50, 0.28, 2.00], [0.43, 1.56, 0.18], [1.00, 1.67, -0.18], [0.06, -0.10, -0.04], [0.20, -0.10, 0.90], [-0.06, -0.33, 0.30], [-0.36, -0.22, -0.75], [-0.07, -0.39, -0.76], [-0.59, -0.60, 0.01], [-0.30, 1.43, 0.37], [-0.53, 0.02, 0.14], [-0.53, 1.15, -0.17], [0.57, -0.86, 0.32], [-0.99, -0.02, -0.41], [0.59, 0.17, -0.31], [0.05, -0.02, -0.13], [-0.23, -0.12, -0.14], [0.51, -1.00, 0.10], [0.81, -0.83, 0.16], [1.11, -1.51, 0.20], [0.15, 1.31, -0.41], [-0.65, 0.24, -1.73], [-2.82, 1.29, 2.64], [0.87, -1.42, -0.31], [0.84, -1.16, -0.46], [0.31, 0.09, 0.23], [-0.20, 0.11, -0.04], [0.19, 0.16, 0.49], [0.15, 0.60, -0.31], [-1.40, 0.66, 0.82], [-0.06, 1.31, 0.60], [-2.08, -0.63, -0.32], [1.38, -0.46, -1.21], [-1.04, 0.04, 0.82], [0.00, -0.27, -0.06], [0.61, 0.02, 0.02], [-0.26, 0.10, -0.42], [0.83, -0.09, -0.23], [0.87, -0.24, 0.04], [-0.60, 0.61, 0.96], [1.50, -0.58, 0.30], [-1.61, 0.60, 0.94], [1.14, -0.31, -0.30], [-0.05, 0.18, 0.59], [0.09, 0.10, -0.35], [0.15, 0.18, 0.00], [0.53, 0.20, -0.01], [-0.46, -0.99, -1.24], [-0.83, 0.02, -0.69], [-0.12, -1.65, 0.84], [0.78, 0.58, -1.73], [-1.09, -0.03, 1.82], [0.93, -1.38, -2.03], [-0.04, 0.21, -0.13], [0.42, 0.54, -0.59], [0.47, 0.03, -0.09], [-0.48, 0.19, 0.01], [0.27, 0.29, 0.41], [-0.86, 0.05, 0.71]]
}